Density functional theory data (ωB97M-V/def2-TZVPD) for 12 unconnected molecules or ions with the total composition C36H84N12O12 at a distorted geometry.

As for the SMILES: CNC(C)=O.CNC(C)=O.CNC(C)=O.CNC(C)=O.CNC(C)=O.CNC(C)=O.CNC(C)=O.CNC(C)=O.CNC(C)=O.CNC(C)=O.CNC(C)=O.CNC(C)=O. For the energy relative to the best compared isomer or geometry (same formula, charge and spin), the calculation gives 35.5 kcal per mole. The HOMO energy comes out at -8.483 eV. The calculation puts the maximum force at 3.1 eV/Å. Its spin multiplicity is 1. The HOMO-LUMO gap comes out at 8.763 eV.

Each atom is followed by the atoms it is bonded to, with distances in Å.
Atoms and positions in Å:
1 C 1.036 -0.839 -3.076  C2 1.520, H6 1.127, H7 1.053, H8 1.105
2 C -0.319 -0.428 -3.629  C1 1.520, O3 1.225, N4 1.331
3 O -0.410 0.437 -4.491  C2 1.225
4 N -1.354 -1.101 -3.131  C2 1.331, C5 1.473, H9 1.028
5 C -2.741 -0.832 -3.548  N4 1.473, H10 1.084, H11 1.109, H12 1.076
6 H 1.111 -1.962 -3.117  C1 1.127
7 H 1.350 -0.475 -2.140  C1 1.053
8 H 1.803 -0.553 -3.819  C1 1.105
9 H -1.171 -1.794 -2.395  N4 1.028
10 H -2.819 0.203 -3.861  C5 1.084
11 H -3.372 -0.975 -2.647  C5 1.109
12 H -3.058 -1.570 -4.264  C5 1.076
13 C 1.996 3.909 1.461  C14 1.505, H18 1.101, H19 1.098, H20 1.093
14 C 3.164 3.418 0.649  C13 1.505, O15 1.222, N16 1.353
15 O 4.109 4.184 0.539  C14 1.222
16 N 3.087 2.229 0.008  C14 1.353, C17 1.462, H21 1.017
17 C 4.072 1.975 -1.042  N16 1.462, H22 1.106, H23 1.125, H24 1.086
18 H 1.514 4.643 0.797  C13 1.101
19 H 2.330 4.467 2.345  C13 1.098
20 H 1.292 3.135 1.780  C13 1.093
21 H 2.189 1.751 -0.005  N16 1.017
22 H 5.005 1.501 -0.681  C17 1.106
23 H 4.454 2.884 -1.585  C17 1.125
24 H 3.647 1.224 -1.701  C17 1.086
25 C 0.846 3.621 -6.846  C26 1.495, H30 1.119, H31 1.111, H32 1.086
26 C 1.118 3.902 -5.403  C25 1.495, O27 1.227, N28 1.348
27 O 1.621 4.960 -5.038  C26 1.227
28 N 0.708 2.958 -4.534  C26 1.348, C29 1.474, H33 1.022
29 C 1.050 3.120 -3.109  N28 1.474, H34 1.095, H35 1.079, H36 1.105
30 H 1.694 3.061 -7.315  C25 1.119
31 H 0.697 4.572 -7.402  C25 1.111
32 H -0.029 3.021 -7.073  C25 1.086
33 H 0.282 2.072 -4.815  N28 1.022
34 H 2.066 3.486 -2.925  C29 1.095
35 H 0.858 2.213 -2.558  C29 1.079
36 H 0.381 3.874 -2.655  C29 1.105
37 C 4.796 -1.604 0.481  C38 1.465, H42 1.103, H43 1.063, H44 1.071
38 C 4.774 -2.169 -0.871  C37 1.465, O39 1.227, N40 1.383
39 O 3.917 -1.755 -1.645  C38 1.227
40 N 5.753 -3.095 -1.184  C38 1.383, C41 1.439, H45 1.002
41 C 5.921 -3.846 -2.399  N40 1.439, H46 1.088, H47 1.089, H48 1.091
42 H 4.805 -2.328 1.312  C37 1.103
43 H 3.902 -1.037 0.583  C37 1.063
44 H 5.588 -0.884 0.499  C37 1.071
45 H 6.509 -3.196 -0.534  N40 1.002
46 H 6.191 -3.226 -3.251  C41 1.088
47 H 5.045 -4.421 -2.693  C41 1.089
48 H 6.737 -4.537 -2.184  C41 1.091
49 C 0.060 2.921 6.964  C50 1.534, H54 1.053, H55 1.090, H56 1.063
50 C -0.215 3.200 5.480  C49 1.534, O51 1.218, N52 1.324
51 O 0.682 3.177 4.657  C50 1.218
52 N -1.479 3.385 5.133  C50 1.324, C53 1.458, H57 1.013
53 C -1.881 3.518 3.738  N52 1.458, H58 1.129, H59 1.090, H60 1.076
54 H -0.779 3.179 7.544  C49 1.053
55 H 0.949 3.532 7.116  C49 1.090
56 H 0.337 1.909 7.136  C49 1.063
57 H -2.244 3.071 5.719  N52 1.013
58 H -2.176 2.557 3.225  C53 1.129
59 H -1.041 3.946 3.190  C53 1.090
60 H -2.720 4.191 3.684  C53 1.076
61 C -2.093 -2.698 4.809  C62 1.536, H66 1.116, H67 1.067, H68 1.108
62 C -1.670 -3.050 3.374  C61 1.536, O63 1.229, N64 1.361
63 O -1.986 -2.422 2.366  C62 1.229
64 N -0.911 -4.179 3.339  C62 1.361, C65 1.440, H69 1.014
65 C -0.496 -4.725 2.073  N64 1.440, H70 1.076, H71 1.121, H72 1.108
66 H -2.673 -1.751 4.700  C61 1.116
67 H -1.225 -2.523 5.404  C61 1.067
68 H -2.811 -3.447 5.197  C61 1.108
69 H -0.615 -4.547 4.237  N64 1.014
70 H -1.348 -4.895 1.440  C65 1.076
71 H 0.111 -5.638 2.308  C65 1.121
72 H 0.231 -4.066 1.557  C65 1.108
73 C -5.026 5.215 1.102  C74 1.553, H78 1.137, H79 1.105, H80 1.092
74 C -3.618 4.652 0.763  C73 1.553, O75 1.237, N76 1.419
75 O -3.274 3.496 1.037  C74 1.237
76 N -2.710 5.572 0.179  C74 1.419, C77 1.495, H81 0.993
77 C -1.328 5.132 -0.182  N76 1.495, H82 1.095, H83 1.088, H84 1.068
78 H -5.070 5.790 2.082  C73 1.137
79 H -5.723 4.364 1.209  C73 1.105
80 H -5.337 5.891 0.303  C73 1.092
81 H -3.144 6.335 -0.286  N76 0.993
82 H -0.700 5.953 -0.543  C77 1.095
83 H -1.346 4.333 -0.921  C77 1.088
84 H -0.892 4.775 0.726  C77 1.068
85 C -5.386 1.050 -0.162  C86 1.490, H90 1.064, H91 1.065, H92 1.075
86 C -5.339 0.342 1.148  C85 1.490, O87 1.232, N88 1.325
87 O -5.839 -0.780 1.247  C86 1.232
88 N -4.717 0.909 2.171  C86 1.325, C89 1.486, H93 0.976
89 C -4.727 0.226 3.492  N88 1.486, H94 1.066, H95 1.085, H96 1.107
90 H -4.722 1.877 -0.248  C85 1.064
91 H -6.373 1.430 -0.283  C85 1.065
92 H -5.146 0.317 -0.911  C85 1.075
93 H -4.332 1.803 2.113  N88 0.976
94 H -3.881 0.495 4.083  C89 1.066
95 H -4.585 -0.821 3.246  C89 1.085
96 H -5.727 0.413 3.928  C89 1.107
97 C 0.861 0.242 3.309  C98 1.488, H102 1.098, H103 1.105, H104 1.084
98 C 2.103 -0.551 3.516  C97 1.488, O99 1.252, N100 1.348
99 O 2.002 -1.792 3.647  C98 1.252
100 N 3.301 0.064 3.481  C98 1.348, C101 1.446, H105 1.009
101 C 3.653 1.467 3.489  N100 1.446, H106 1.106, H107 1.106, H108 1.066
102 H 0.493 0.777 4.194  C97 1.098
103 H 0.067 -0.436 2.947  C97 1.105
104 H 0.934 0.978 2.516  C97 1.084
105 H 4.065 -0.594 3.519  N100 1.009
106 H 4.011 1.819 2.504  C101 1.106
107 H 4.459 1.677 4.217  C101 1.106
108 H 2.747 1.978 3.723  C101 1.066
109 C -1.735 -5.492 -2.654  C110 1.522, H114 1.062, H115 1.148, H116 1.110
110 C -1.939 -4.320 -1.705  C109 1.522, O111 1.234, N112 1.351
111 O -1.074 -3.529 -1.320  C110 1.234
112 N -3.189 -4.099 -1.244  C110 1.351, C113 1.424, H117 1.031
113 C -3.564 -3.051 -0.355  N112 1.424, H118 1.063, H119 1.072, H120 1.089
114 H -0.817 -5.442 -3.187  C109 1.062
115 H -2.587 -5.504 -3.423  C109 1.148
116 H -1.667 -6.417 -2.045  C109 1.110
117 H -3.942 -4.683 -1.638  N112 1.031
118 H -4.627 -3.015 -0.317  C113 1.063
119 H -3.211 -2.109 -0.724  C113 1.072
120 H -3.168 -3.140 0.656  C113 1.089
121 C -1.912 0.587 0.168  C122 1.494, H126 1.088, H127 1.146, H128 1.095
122 C -0.469 0.217 0.046  C121 1.494, O123 1.238, N124 1.322
123 O 0.400 1.075 -0.158  C122 1.238
124 N -0.163 -1.054 0.243  C122 1.322, C125 1.460, H129 1.010
125 C 1.250 -1.410 0.325  N124 1.460, H130 1.127, H131 1.064, H132 1.080
126 H -1.858 1.637 0.445  C121 1.088
127 H -2.492 -0.094 0.883  C121 1.146
128 H -2.444 0.486 -0.784  C121 1.095
129 H -0.927 -1.709 0.334  N124 1.010
130 H 1.675 -1.669 -0.687  C125 1.127
131 H 1.318 -2.199 1.035  C125 1.064
132 H 1.867 -0.560 0.574  C125 1.080
133 C 2.811 -3.266 -5.492  C134 1.466, H138 1.085, H139 1.071, H140 1.105
134 C 2.254 -4.166 -4.478  C133 1.466, O135 1.240, N136 1.381
135 O 1.408 -5.007 -4.815  C134 1.240
136 N 2.672 -3.884 -3.192  C134 1.381, C137 1.462, H141 1.048
137 C 2.161 -4.697 -2.090  N136 1.462, H142 1.104, H143 1.104, H144 1.111
138 H 3.462 -3.772 -6.197  C133 1.085
139 H 3.355 -2.425 -5.112  C133 1.071
140 H 2.000 -2.864 -6.125  C133 1.105
141 H 3.094 -2.939 -3.027  N136 1.048
142 H 2.252 -5.731 -2.467  C137 1.104
143 H 1.088 -4.533 -1.886  C137 1.104
144 H 2.813 -4.461 -1.222  C137 1.111